1.
Below is a molecular structure, C12H17BiCl2N9 in a non-equilibrium geometry, with properties calculated with ωB97M-V with the def2-TZVPD basis set.

Geometry as XYZ:
```
41
Properties=species:S:1:pos:R:3:forces:R:3
Bi -2.1381 -0.9577 0.1330 -0.019 0.119 -0.241
N -4.3823 2.5683 -1.2943 -0.123 -0.762 -0.440
C -4.1462 1.2734 -1.4828 -0.198 -0.028 -0.246
N -3.2461 0.8870 -0.5785 0.093 0.023 0.155
C -2.9722 2.0226 0.1476 -0.836 0.060 -0.965
N -3.6627 3.0382 -0.2936 0.782 0.712 1.186
C -2.0446 1.9675 1.2447 0.418 0.876 0.795
C -1.7094 3.0971 2.0179 -0.539 -0.546 -0.814
N -0.8682 3.0055 3.0169 0.222 0.532 0.422
C -0.3354 1.8362 3.2988 0.065 -0.648 -0.097
C -0.6503 0.6933 2.5554 0.388 0.147 0.515
N -1.5003 0.7710 1.5319 -0.308 0.073 -0.305
H -5.0147 3.1971 -1.7930 0.089 -0.225 -0.004
H -4.5911 0.6395 -2.2275 -0.187 0.039 -0.213
H -2.1513 4.0606 1.7937 -0.031 0.034 -0.031
H 0.3528 1.7929 4.1357 0.007 -0.128 -0.038
H -0.2274 -0.2692 2.7966 0.037 -0.005 0.041
Cl -0.9774 -2.6618 2.2875 0.539 -0.247 -0.159
C -2.5087 -2.8638 3.1578 -0.360 -0.393 0.524
Cl -3.6622 -1.6167 2.6333 -0.289 0.055 0.115
H -2.3238 -2.7438 4.2298 -0.020 0.035 -0.311
H -2.9107 -3.8560 2.9329 0.080 0.298 -0.021
C 3.8459 -1.3555 -0.2830 0.192 0.093 -0.182
C 3.8875 -0.9843 -1.7615 -0.272 0.022 -0.078
C 3.5029 -2.1671 -2.6395 0.197 0.126 -0.029
C 3.0411 0.2716 -2.0955 1.828 -0.097 -0.183
N 1.6415 0.0675 -1.8646 -1.503 -0.302 1.579
C 0.9993 -0.1299 -0.7150 -0.223 -0.002 -0.386
N -0.2930 -0.3211 -1.0143 1.133 0.193 0.627
N -0.3863 -0.2343 -2.3579 -1.604 -0.350 -0.046
N 0.7372 -0.0069 -2.8391 0.872 0.245 -1.561
H 4.6169 -2.0952 -0.0803 -0.018 -0.073 0.057
H 2.8954 -1.8117 -0.0001 -0.096 -0.104 0.038
H 4.0504 -0.4981 0.3539 0.014 0.128 0.170
H 4.9132 -0.6916 -2.0038 -0.090 0.094 -0.017
H 2.5076 -2.5459 -2.4053 -0.135 -0.047 0.028
H 4.2079 -2.9798 -2.4848 -0.016 -0.099 0.008
H 3.5370 -1.9011 -3.6921 -0.037 -0.027 -0.159
H 3.1623 0.5279 -3.1503 -0.173 0.062 0.153
H 3.3766 1.1049 -1.4743 -0.160 0.058 -0.120
H 1.4270 -0.1305 0.2636 0.282 0.056 0.230
```
Forces are in eV/Å.

Properties
Highest occupied orbital energy   -19.5 eV
Energy above the lowest of the compared OMol25 structures with the same formula, charge and spin   0.366 eV
Net charge   +3



2.
Below is a molecular structure, C12H17ClEuINOP in a non-equilibrium geometry, with properties calculated with ωB97M-V with the def2-TZVPD basis set.

Geometry as XYZ:
```
35
Properties=species:S:1:pos:R:3:forces:R:3
C 0.0979 -4.7556 -3.9382 -0.417 -0.263 -0.239
I 0.6548 -3.0494 -2.7194 0.073 -0.025 -0.145
H -0.9894 -4.8685 -3.8872 0.359 0.128 0.065
H 0.5967 -5.6447 -3.5434 -0.029 0.430 0.110
H 0.4186 -4.5616 -4.9660 -0.014 0.161 0.405
Eu -0.2472 0.0358 -0.5924 -1.545 -1.568 -0.280
P -0.1771 1.7648 -2.8018 -0.700 1.142 -1.407
C 1.3836 1.9987 -3.5966 0.323 -0.325 0.379
C -1.3539 1.0244 -3.9353 -0.013 -0.626 0.371
H -1.7945 3.1867 -1.7194 0.133 0.032 -0.251
H -0.9699 3.9044 -3.1622 -0.052 0.219 0.014
H -0.1302 3.8198 -1.5655 -0.106 0.085 -0.225
C -0.8405 3.3304 -2.2402 0.094 -0.163 0.718
H -2.3142 0.8436 -3.4372 0.169 0.185 -0.153
H -1.4502 1.7695 -4.7307 -0.120 -0.062 -0.178
H 1.1409 2.6622 -4.4278 0.260 0.118 -0.242
H 1.7740 1.0416 -3.9395 0.046 0.066 -0.200
H -0.9615 0.0763 -4.3205 -0.065 0.218 -0.099
H 2.0868 2.4571 -2.9028 0.074 0.147 -0.153
C 1.9946 -0.0192 -1.0256 1.798 0.169 -0.734
O 3.1121 -0.1942 -1.1263 0.384 0.040 0.019
Cl -2.6002 0.6065 -0.5024 -1.138 0.668 -0.299
N 0.0994 -0.6915 1.3878 0.217 -0.807 5.898
C 0.0431 -0.6872 2.5812 0.339 0.036 -4.785
C 0.0308 -0.5973 3.9472 -0.170 0.158 1.636
C -1.1781 -0.3332 4.6156 -0.008 0.215 1.455
C -1.1688 -0.1409 6.0140 0.805 -0.275 -1.084
C 0.0425 -0.2127 6.7284 0.106 -0.198 -1.294
C 1.2510 -0.4760 6.0481 -1.034 -0.022 -1.092
C 1.2435 -0.6692 4.6484 0.299 0.197 1.565
H -2.1041 -0.2571 4.0679 -0.084 -0.040 -0.066
H -2.0902 0.0682 6.5271 -0.174 0.022 0.073
H 0.0480 -0.0590 7.7936 0.003 0.018 0.181
H 2.1764 -0.5219 6.5910 0.221 -0.034 0.074
H 2.1753 -0.8508 4.1301 -0.033 -0.044 -0.036
```
Forces are in eV/Å.

Properties
Highest occupied orbital energy (alpha / beta)   -12.8 / -15.1 eV
2S+1   7
Energy above the lowest of the compared OMol25 structures with the same formula, charge and spin   0.870 eV
Net charge   +2



3.
Below is 2 unconnected molecules or ions with the total composition C12H17N in a non-equilibrium geometry, with properties calculated with ωB97M-V with the def2-TZVPD basis set.

Geometry as XYZ:
```
30
Properties=species:S:1:pos:R:3:forces:R:3
C -1.6119 -3.3847 1.1263 -0.526 -0.131 -0.863
C -0.6191 -2.2021 1.1979 -1.659 -0.092 -0.467
C -0.7457 -1.2312 0.0537 0.686 -0.147 -0.696
C -1.8242 -0.8956 -0.7251 -0.292 -0.301 0.453
N -1.4391 -0.1239 -1.7911 0.799 0.619 -0.279
C -0.0881 0.1070 -1.6822 0.398 -0.228 -0.792
C 0.7463 0.7827 -2.5884 -0.476 -0.505 0.779
C 2.0524 0.9481 -2.1783 -0.464 0.649 0.033
C 2.5064 0.4220 -0.9531 0.762 0.026 -0.908
C 1.7490 -0.4403 -0.2079 -0.308 0.110 0.331
C 0.3989 -0.5740 -0.5558 -0.757 0.034 0.127
H -1.1419 -4.2587 1.5683 -0.419 -0.072 0.495
H -1.9003 -3.7140 0.1154 0.766 0.335 -0.155
H -2.6168 -3.1747 1.5011 0.321 0.037 0.758
H -0.8428 -1.6453 2.1089 0.532 -0.241 0.347
H 0.3541 -2.6801 1.2124 0.388 0.565 0.114
H -2.8778 -1.0608 -0.5712 0.004 -0.377 0.013
H -1.9562 0.2037 -2.5975 -0.226 -0.264 0.619
H 0.2907 1.0884 -3.5205 0.430 0.435 -0.136
H 2.7237 1.5922 -2.7299 0.051 -0.172 -0.211
H 3.5352 0.6804 -0.7303 -0.024 -0.341 0.388
H 2.1502 -0.9553 0.6551 0.029 0.099 0.080
C 0.7114 2.4793 1.8310 2.091 -1.088 0.581
C -0.4828 2.6972 0.9287 -0.497 0.697 0.864
H 0.7994 2.9457 2.8077 -0.630 0.721 -0.044
H 0.8692 1.4261 2.1156 -0.712 -0.043 -0.224
H 1.7069 2.6271 1.3878 -0.394 0.516 -0.426
H -1.2900 3.2184 1.4587 -0.068 -0.537 0.307
H -0.8166 1.7047 0.6396 -0.325 0.288 -0.663
H -0.3407 3.4174 0.1228 0.520 -0.594 -0.424
```
Forces are in eV/Å.

Properties
Highest occupied orbital energy   -7.8 eV
Energy above the lowest of the compared OMol25 structures with the same formula, charge and spin   0.957 eV
Net charge   0
SMILES   CCc1c[nH]c2ccccc12.CC



4.
Below is 2 unconnected molecules or ions with the total composition C12H17N in a non-equilibrium geometry, with properties calculated with ωB97M-V with the def2-TZVPD basis set.

Geometry as XYZ:
```
30
Properties=species:S:1:pos:R:3:forces:R:3
C -1.7144 2.5377 0.0303 -0.752 -0.593 1.111
C -0.1485 0.8493 -1.2185 -0.760 0.280 0.653
C -1.3891 1.2699 -0.6480 0.342 0.353 -0.901
C -0.3296 -0.4683 -1.6624 -0.122 -0.344 -0.072
C -2.2940 0.2057 -0.8873 -0.361 -0.897 1.416
C 1.0603 1.5082 -1.4139 0.361 -0.177 -0.037
C 0.6500 -1.1618 -2.2899 1.577 -0.022 -0.743
C 2.1100 0.8004 -1.9968 -1.097 0.526 -0.353
C 1.9062 -0.5103 -2.3993 -0.304 0.734 0.507
N -1.6597 -0.8402 -1.3745 0.746 0.092 -0.863
H 1.1760 2.5397 -1.1344 0.016 0.258 0.063
H -2.7212 2.5127 0.4710 0.109 -0.008 -0.467
H -1.6264 3.4147 -0.5824 0.215 0.391 -0.391
H -3.2851 0.0617 -0.4895 -0.256 0.361 -0.193
H -1.9922 -1.7828 -1.5144 -0.377 0.138 0.019
H 0.5968 -2.0808 -2.8557 -0.570 -0.366 0.535
H 2.9592 1.3598 -2.3465 0.570 -0.194 0.423
H 2.7739 -0.9749 -2.7991 0.214 -0.769 -0.625
H -1.0838 2.6311 0.9124 0.449 0.215 -0.066
C 1.0042 -1.4331 2.2692 0.148 0.792 0.000
C 0.8412 0.0872 2.3761 0.673 0.530 -0.297
C -0.3726 -2.0528 2.0298 0.154 -0.005 -0.269
H 1.6935 -1.6857 1.4561 -0.239 0.179 -0.205
H 1.5888 -1.7532 3.1202 -0.544 -0.496 0.654
H 0.6762 0.5112 1.3796 -0.277 0.078 0.126
H -1.1737 -1.4068 2.4012 0.119 -0.246 0.313
H -0.5322 -2.1040 0.9563 -0.068 -0.041 -0.342
H 1.7212 0.6024 2.7604 0.346 -0.221 -0.123
H 0.0634 0.4287 3.0613 -0.314 -0.407 -0.149
H -0.4985 -3.0657 2.3889 0.002 -0.140 0.279
```
Forces are in eV/Å.

Properties
Highest occupied orbital energy (alpha / beta)   -13.0 / -13.6 eV
2S+1   2
Energy above the lowest of the compared OMol25 structures with the same formula, charge and spin   0.462 eV
Net charge   +1



5.
Below is 2 unconnected molecules or ions with the total composition C12H17N in a non-equilibrium geometry, with properties calculated with ωB97M-V with the def2-TZVPD basis set.

Geometry as XYZ:
```
30
Properties=species:S:1:pos:R:3:forces:R:3
C 2.7959 0.7819 2.5550 -1.051 0.058 1.227
C 2.4448 0.7241 1.0752 0.347 0.203 0.001
H 3.8560 0.8627 2.7131 0.374 0.000 0.205
H 2.2910 1.5197 3.1980 0.268 0.764 -0.899
H 2.3887 -0.0566 3.1412 0.650 -0.633 -0.724
H 2.4246 1.6712 0.5344 -0.186 0.359 0.456
H 3.2408 0.2007 0.5413 -0.317 -0.519 0.054
H 1.4825 0.2435 0.9451 -0.067 -0.212 -0.297
C -2.0287 0.0964 1.0542 -0.599 1.130 0.785
C -2.9032 1.2474 1.6049 1.170 0.042 0.350
C -1.1788 0.4337 -0.1159 -1.048 -1.020 -2.348
C -1.4134 1.4500 -1.1310 0.009 -1.293 0.700
C -0.4926 -0.6109 -0.8401 -0.179 0.180 2.376
C -0.2900 -0.2058 -2.1324 1.480 -0.597 -0.956
C -0.0479 -1.8575 -0.3524 0.228 0.459 -0.827
C 0.4692 -0.9662 -3.0174 -0.393 1.388 -0.065
C 0.5182 -2.7125 -1.2853 -0.362 0.887 -0.100
C 0.7988 -2.2348 -2.6034 -0.333 -2.122 1.593
N -0.8674 1.0521 -2.2899 -0.326 1.262 1.211
H -1.3318 -0.2308 1.8341 -0.520 -0.713 0.001
H -2.7485 -0.6422 0.6742 0.651 -0.547 0.337
H -3.3570 1.7309 0.7435 -0.025 0.643 0.339
H -2.1213 2.2463 -0.9785 0.426 0.599 -0.466
H -0.6550 1.7069 -3.0159 -0.180 0.067 -0.685
H -0.0852 -2.0551 0.7098 -0.234 -0.334 -0.070
H 0.8242 -0.5098 -3.9340 -0.254 -0.443 -0.263
H 0.7122 -3.7231 -0.9579 0.416 -0.072 -0.383
H 1.2044 -3.0221 -3.2264 0.367 0.591 -0.481
H -2.2348 1.8430 2.2412 -0.267 0.703 -0.724
H -3.6957 1.0168 2.3152 -0.044 -0.830 -0.347
```
Forces are in eV/Å.

Properties
Highest occupied orbital energy (alpha / beta)   -13.1 / -13.4 eV
2S+1   2
Energy above the lowest of the compared OMol25 structures with the same formula, charge and spin   1.268 eV
Net charge   +1



6.
Below is 2 unconnected molecules or ions with the total composition C12H17N in a non-equilibrium geometry, with properties calculated with ωB97M-V with the def2-TZVPD basis set.

Geometry as XYZ:
```
30
Properties=species:S:1:pos:R:3:forces:R:3
C 4.2340 -1.3119 -1.2951 -0.629 -1.426 2.706
C 4.7745 -0.1440 -2.0731 -0.787 1.638 2.504
H 4.6573 -1.3374 -0.1673 -1.248 -0.026 -2.550
H 3.1084 -1.4496 -1.2953 1.024 1.034 0.383
H 4.4401 -2.2774 -1.7517 0.933 -0.088 0.003
H 4.6918 -0.3873 -3.0894 0.077 0.338 -1.577
H 5.8076 0.0567 -1.7488 -0.298 -0.110 -0.546
H 4.1692 0.7927 -1.7635 0.984 -1.288 -0.923
C -0.1543 -1.3090 -1.4819 2.349 -0.338 0.296
C 0.5655 -2.5571 -0.9165 0.130 -1.772 -0.647
C -0.9329 -0.8235 -0.3744 3.129 4.767 -2.240
C -1.9271 -1.4501 0.2058 -7.610 -3.214 4.521
C -0.8489 0.5141 0.1807 -2.598 -1.066 1.505
C -1.9220 0.5791 1.1331 -0.391 0.094 1.377
C -0.0893 1.6839 0.0644 0.451 0.605 -2.595
C -2.1527 1.6278 2.0647 0.011 -5.463 -0.033
C -0.4183 2.8045 0.7843 0.059 -0.977 3.183
C -1.3073 2.6824 1.9306 -0.915 1.586 -2.075
N -2.6455 -0.6684 1.0918 4.419 0.740 -3.022
H 0.5774 -0.5166 -1.8001 -0.734 -0.889 0.106
H -0.7566 -1.6423 -2.3046 -0.389 0.143 -0.545
H 0.0632 -3.5021 -1.1686 -0.710 0.418 0.169
H -2.4630 -2.4509 0.1961 1.715 0.906 -0.925
H -3.2911 -1.0819 1.6868 -1.441 -0.272 1.400
H 0.5725 1.7939 -0.8304 -0.074 -0.200 1.224
H -2.6922 1.2169 2.9914 0.208 1.832 -1.400
H 0.2820 3.6029 0.8777 0.043 0.870 -0.803
H -1.7775 3.4980 2.4542 1.421 1.003 0.585
H 0.7173 -2.6185 0.1616 0.175 0.539 -0.079
H 1.4849 -2.7959 -1.4257 0.697 0.616 -0.002
```
Forces are in eV/Å.

Properties
Highest occupied orbital energy (alpha / beta)   -13.3 / -13.3 eV
2S+1   2
Energy above the lowest of the compared OMol25 structures with the same formula, charge and spin   2.961 eV
Net charge   +1



7.
Below is a molecular structure, C12H17N3O5ReS, with properties calculated with ωB97M-V with the def2-TZVPD basis set.

Geometry as XYZ:
```
39
Properties=species:S:1:pos:R:3:forces:R:3
Re -1.0256 0.1101 -0.8253 0.002 0.045 -0.425
O -2.2940 1.5849 -0.0433 0.155 0.116 0.444
C -1.6717 2.8905 0.2230 -0.095 0.056 -0.079
C -0.3121 2.5937 0.7839 -0.125 0.068 0.060
N 0.4347 1.6993 -0.1439 0.115 -0.098 -0.095
C 1.4935 1.0466 0.6510 0.184 -0.051 -0.121
C 0.8752 -0.1477 1.3612 -0.016 -0.047 -0.201
O 1.1686 -0.5710 2.4180 0.078 -0.093 0.213
O -0.0968 -0.7365 0.5681 -0.110 0.118 0.174
C 0.8945 2.4315 -1.3457 0.153 0.021 0.052
C -0.1248 2.3359 -2.4754 0.045 -0.040 -0.010
O -0.1967 3.1083 -3.3674 -0.018 0.098 -0.119
O -0.9189 1.2382 -2.3738 -0.040 -0.194 0.219
H -2.8914 1.3302 0.6749 -0.158 0.045 -0.089
H -1.6539 3.4095 -0.7349 -0.022 -0.004 0.045
H -2.2883 3.4589 0.9155 -0.052 -0.070 -0.006
H 0.2577 3.5064 0.9739 -0.012 0.002 -0.050
H -0.4240 2.0671 1.7348 -0.008 0.043 0.019
H 2.2906 0.6878 -0.0023 -0.054 -0.017 0.019
H 1.9377 1.7183 1.3864 -0.009 -0.005 -0.023
H 1.0919 3.4840 -1.1358 0.020 -0.044 0.007
H 1.8242 1.9888 -1.7081 -0.033 0.006 0.008
C -0.6901 -4.7265 -4.8551 -0.001 0.009 0.006
C -0.4589 -3.5952 -3.9222 0.098 0.013 0.018
C 0.7616 -3.0317 -3.6409 -0.054 0.007 -0.034
C 0.8563 -1.9682 -2.7376 -0.006 -0.007 -0.065
N -0.2477 -1.5074 -2.1294 -0.350 0.144 0.045
C -1.4381 -2.0768 -2.3868 0.282 -0.155 0.165
S -2.7191 -1.4039 -1.4650 0.110 -0.002 -0.184
N -1.5372 -3.0821 -3.2657 -0.166 -0.065 -0.037
C 2.1663 -1.3532 -2.4197 -0.026 0.059 0.147
H 0.1671 -4.8690 -5.5070 0.001 0.002 0.003
H -1.5801 -4.5602 -5.4634 0.005 0.010 -0.007
H -0.8402 -5.6442 -4.2807 -0.008 -0.019 0.012
H 1.6485 -3.4043 -4.1311 0.014 0.001 -0.004
H -2.4580 -3.4815 -3.4329 0.050 0.032 -0.014
H 2.7753 -1.2447 -3.3143 0.014 0.018 -0.035
H 2.7066 -2.0090 -1.7312 0.011 -0.010 0.001
H 2.0266 -0.3884 -1.9386 0.024 0.011 -0.054
```
Forces are in eV/Å.

Properties
Highest occupied orbital energy (alpha / beta)   -15.6 / -16.0 eV
2S+1   2
Net charge   +2



Computed total energy, in the same sequence as the records: -56985.90373; -65478.01589; -14209.38062; -14202.32095; -14201.51517; -14199.82236; -40379.31516 eV.